DFT (wB97M-V/def2-TZVPD) results for C4H15FN6O4Tl as an isolated structure.

Results
- LUMO (eV) = -2.7
- HOMO (eV) = -11.0
- orbital gap (Ha) = 0.3027
- energy above the lowest of the compared OMol25 structures with the same formula, charge and spin (kcal/mol) = 56.4
- energy (eV) = -28920.75449

```
! RIJCOSX wB97M-V def2-TZVPD def2/J DEFGRID3
* xyz 1 1
Tl 13.756 8.556 15.813
F 14.993 7.968 14.005
C 14.917 7.589 18.808
O 14.672 7.957 17.473
H 14.980 8.384 19.551
H 14.197 6.841 19.140
H 15.884 7.094 18.892
C 12.638 9.207 13.164
O 12.454 9.053 14.354
N 13.764 9.026 12.613
N 11.769 9.611 12.307
H 14.509 8.571 13.121
H 14.020 9.207 11.653
H 11.842 9.811 11.319
H 10.812 9.649 12.628
C 11.788 7.318 17.861
O 12.389 7.766 16.866
N 10.561 7.648 18.128
N 12.199 6.372 18.671
H 10.168 7.033 18.826
H 9.980 8.289 17.606
H 13.167 6.135 18.838
H 11.475 6.057 19.301
C 13.557 10.453 18.042
O 13.914 9.766 17.156
N 14.109 11.580 18.371
N 12.673 10.076 18.950
H 13.668 12.117 19.103
H 14.974 11.832 17.915
H 12.486 10.508 19.844
H 12.275 9.154 18.843
*
```